Below is a structure of composition C23H36N5RhSe, with properties calculated with wB97M-V/def2-TZVPD.

Last column: Löwdin charge in e.
Geometry (Å):
Rh -1.200636 -0.212000 0.398151  0.84
C -2.272713 -3.084702 2.016190  0.01
C -1.950043 -1.629401 2.072486  -0.28
C -0.628287 -1.196570 2.332907  -0.05
C -0.330255 0.179385 2.551223  -0.26
C 0.966029 0.610717 3.126268  0.01
C -1.328589 1.118122 2.201928  -0.04
C -2.676655 0.723352 1.952206  -0.27
C -3.745201 1.748501 1.782639  0.01
C -2.954853 -0.651639 1.850025  -0.01
H -2.495792 -3.408495 3.039993  0.14
H -1.428524 -3.688502 1.681795  0.11
H -3.164529 -3.298882 1.426468  0.11
H 0.147183 -1.937276 2.483144  0.15
H 0.806333 0.684778 4.209970  0.14
H 1.272483 1.597666 2.785006  0.10
H 1.755124 -0.120006 2.970836  0.09
H -1.089729 2.173652 2.258719  0.16
H -4.180662 1.934664 2.772045  0.14
H -4.561324 1.406965 1.146093  0.11
H -3.355842 2.708029 1.439750  0.11
H -3.967917 -0.974183 1.637301  0.16
N -0.521276 -0.232696 -5.319425  0.25
C -0.918907 -0.254432 -3.851100  -0.28
C -1.846183 0.931904 -3.581289  -0.07
C -2.654419 0.844643 -2.281137  -0.28
N -1.863393 1.205092 -1.041131  0.01
C -3.337417 -0.506728 -2.115048  -0.09
C -2.364349 -1.669848 -2.242573  -0.28
N -1.499689 -1.788778 -1.005852  0.00
C -1.558855 -1.610721 -3.546614  -0.07
H -0.052628 0.641676 -5.580166  0.19
H -1.337590 -0.329173 -5.934478  0.19
H 0.121429 -0.996832 -5.554887  0.19
H 0.022133 -0.137367 -3.313830  0.09
H -2.594277 0.994164 -4.378791  0.15
H -1.288175 1.871345 -3.620125  0.14
H -3.427627 1.608824 -2.370265  0.17
H -2.478826 1.803979 -0.492905  0.10
H -1.074421 1.798882 -1.293501  0.08
H -4.108684 -0.608369 -2.881158  0.16
H -3.865327 -0.552063 -1.159465  0.12
H -2.937456 -2.596435 -2.294697  0.17
H -0.601401 -2.207541 -1.250291  0.07
H -1.947988 -2.493276 -0.421615  0.09
H -2.276721 -1.855355 -4.336872  0.15
H -0.807135 -2.404475 -3.567503  0.14
C 3.472704 -1.721433 0.955699  0.02
N 3.410758 -0.261589 0.905707  -0.06
C 2.475283 0.510399 0.337497  -0.64
Se 1.024987 -0.080575 -0.718933  0.91
N 2.838006 1.795793 0.486560  0.14
C 4.036930 1.871536 1.179838  -0.16
C 4.825794 2.953166 1.571186  0.03
C 5.984474 2.636297 2.241710  0.00
C 6.354680 1.299116 2.514888  0.00
C 5.579375 0.232103 2.124725  0.03
C 4.401034 0.552364 1.447485  -0.14
H 2.601968 -2.137409 0.458880  0.06
H 3.510003 -2.045105 1.995084  0.11
H 4.374197 -2.057239 0.446305  0.12
H 2.361358 2.574603 0.058070  0.17
H 4.555305 3.977912 1.356402  0.13
H 6.639893 3.432980 2.566803  0.14
H 7.280768 1.113764 3.042041  0.14
H 5.876089 -0.787285 2.329643  0.13

Cartesian forces (eV/Å) of the 3 atoms listed first:
Rh 0.0 0.0 -0.1
C 0.0 0.0 0.0
C 0.1 -0.1 0.0

**Total charge**: +4
**LUMO energy**: -0.479 Ha
**Gap between HOMO and LUMO**: 5.9 eV
**2S+1**: 1

***

Below is a cluster of 3 separate species, C3H14N2O2 in total at a distorted geometry, with properties calculated with wB97M-V/def2-TZVPD.

Last column: Löwdin charge in e.
Geometry (Å):
N -0.433510 -0.314314 -2.462727  -0.01
C -0.437413 0.627493 -1.335160  -0.30
C 0.901540 0.598222 -0.636763  -0.22
C 1.065119 1.582929 0.525982  -0.29
N 1.987917 1.119383 1.565939  -0.01
H 0.465056 -0.259234 -2.913041  0.06
H -0.831882 -1.215831 -2.275482  0.03
H -0.574362 1.638780 -1.714932  0.11
H -1.246739 0.364724 -0.667079  0.09
H 1.755682 0.782885 -1.280571  0.11
H 1.077502 -0.408632 -0.242449  0.11
H 1.441660 2.544819 0.168265  0.11
H 0.106838 1.871185 0.959645  0.10
H 1.539956 0.800600 2.407999  0.04
H 2.667629 1.825626 1.803400  0.06
O -1.665444 -2.003571 -0.478003  -0.07
H -1.223526 -1.510336 0.221719  -0.01
H -2.472023 -1.540617 -0.725077  0.05
O -1.024304 -1.087136 2.237506  -0.05
H -0.263866 -0.721579 2.707269  0.04
H -1.278783 -1.845033 2.783305  0.06

Cartesian forces (eV/Å) of the 3 atoms listed first:
N -0.5 1.5 -0.2
C 0.8 -0.4 -1.1
C 0.4 -0.3 1.5

**Total charge**: 0
**SMILES string**: NCCCN.O.O
**LUMO energy**: 0.016 Ha
**Gap between HOMO and LUMO**: 8.8 eV
**2S+1**: 1

***

Below is an isolated molecule of C6H12O at a distorted geometry, with properties calculated with wB97M-V/def2-TZVPD.

Last column: Löwdin charge in e.
Geometry (Å):
C 1.061792 -1.213995 1.369181  -0.09
C 1.466407 -0.695131 -0.050473  -0.24
C 0.925929 0.717777 -0.288269  -0.24
C -0.476884 1.069049 0.215940  -0.23
C -1.577164 0.077645 -0.087739  -0.17
C -1.920244 0.154598 -1.547022  -0.28
O -2.994147 0.403311 -2.015719  0.07
H 0.966967 -2.298935 1.381624  0.07
H 1.845161 -0.841813 2.027611  0.08
H 0.120446 -0.780220 1.657936  0.04
H 2.543405 -0.680757 0.076192  0.09
H 1.257656 -1.309390 -0.928785  0.10
H 1.626553 1.457049 0.108447  0.11
H 1.019083 1.021101 -1.337022  0.10
H -0.366195 1.410936 1.248000  0.11
H -0.755311 2.039400 -0.196939  0.12
H -2.489485 0.278230 0.455946  0.12
H -1.266381 -0.960638 0.071006  0.11
H -0.987585 0.151786 -2.159922  0.13

Cartesian forces (eV/Å) of the 3 atoms listed first:
C 0.1 0.1 -1.3
C -0.1 0.2 0.9
C 0.7 1.0 -0.7

**Total charge**: 0
**SMILES string**: CCCCCC=O
**LUMO energy**: 0.036 Ha
**Gap between HOMO and LUMO**: 10.6 eV
**2S+1**: 1

***

Below is a structure of composition C14H16ClF12HfN4O5SSe at a distorted geometry, with properties calculated with wB97M-V/def2-TZVPD.

Last column: Löwdin charge in e.
Geometry (Å):
Hf -0.060529 -0.894147 -0.153985  1.34
O 0.488988 -2.638603 3.365837  -0.18
Cl 0.444957 -1.434075 2.634100  0.89
O 0.904307 -0.307694 3.406948  -0.24
O -0.908277 -1.212649 1.820179  -0.42
O 1.400788 -1.535065 1.316522  -0.50
C 0.759909 3.340916 3.207035  -0.03
N -0.600639 3.348011 2.588174  -0.12
C -1.742483 4.165928 2.878857  -0.02
C -2.502300 4.196514 1.801523  -0.02
N -1.877841 3.413767 0.786704  -0.11
C -2.203766 3.390186 -0.605183  -0.11
C -0.685775 2.941486 1.288123  -0.56
Se 0.547103 1.790075 0.360977  0.68
H 1.487791 2.769427 2.639925  0.02
H 0.526449 2.670248 4.099971  0.11
H 1.100217 4.343441 3.522200  0.10
H -1.800744 4.665219 3.874304  0.15
H -3.492712 4.538879 1.586114  0.13
H -3.172905 3.832586 -0.727356  0.08
H -2.172922 2.216302 -1.029100  -0.05
H -1.384421 3.864438 -1.160087  0.10
F -1.231199 0.387280 -2.213417  -0.08
C -2.266752 1.034598 -1.478269  -0.48
F -2.323644 0.285981 -0.364601  0.00
F -3.406935 0.897074 -2.207401  0.09
F -3.501155 -4.819387 0.684652  0.17
C -2.454161 -3.977345 0.766635  -0.45
F -1.591796 -4.610451 1.598245  0.16
F -2.948479 -2.910762 1.481869  0.13
C -1.925072 -3.504492 -0.721789  -0.15
O -1.055253 -2.397263 -0.573849  -0.30
C -3.053886 -2.940459 -1.609328  -0.53
F -3.896704 -3.923565 -1.908724  0.20
F -3.753946 -1.975715 -1.004340  0.19
F -2.536406 -2.515407 -2.804320  0.15
C -1.157233 -4.664913 -1.336744  -0.43
F -1.665710 -5.934909 -1.052454  0.15
F -1.039717 -4.517126 -2.682491  0.16
F 0.134232 -4.596348 -0.833164  0.11
C 2.995482 1.065795 -3.190454  0.01
N 3.489092 0.266001 -1.998921  -0.15
C 4.524455 0.862387 -1.152609  -0.08
C 4.511575 -0.098545 0.087455  -0.10
N 3.547180 -1.092568 -0.275769  0.03
C 2.922843 -0.820245 -1.429938  -0.70
S 1.472164 -1.565390 -2.061945  0.73
H 2.664393 0.468206 -4.085500  0.11
H 3.795912 1.788522 -3.291676  0.08
H 2.080013 1.598737 -2.781827  0.10
H 4.236287 1.887403 -0.875237  0.13
H 5.444675 0.877805 -1.777482  0.14
H 4.318975 0.407641 1.043692  0.13
H 5.435575 -0.637712 0.191767  0.12
H 3.180020 -1.790004 0.356152  0.12

Cartesian forces (eV/Å) of the 3 atoms listed first:
Hf -0.3 2.3 -0.6
O -0.6 0.5 -0.9
Cl 1.0 1.0 -1.2

**Total charge**: +1
**LUMO energy**: -0.143 Ha
**Gap between HOMO and LUMO**: 5.1 eV
**2S+1**: 1

***

Below is a structure of composition C20H17ClN3NiO4S3 at a distorted geometry, with properties calculated with wB97M-V/def2-TZVPD.

Last column: Löwdin charge in e.
Geometry (Å):
Ni 0.372757 1.550118 0.321165  0.21
C -4.882143 -3.515382 3.537065  -0.06
C -4.054343 -2.885382 2.455765  -0.28
C -2.681343 -2.726982 2.602465  -0.03
C -1.923743 -2.152782 1.596365  -0.06
C -2.541043 -1.744282 0.431565  -0.27
C -3.901843 -1.895282 0.264265  -0.06
C -4.654443 -2.466882 1.273265  -0.04
S -1.539843 -1.075882 -0.903035  0.61
O -2.351143 -1.065482 -2.101435  -0.32
O -0.330643 -1.855582 -0.937435  -0.31
N -1.166243 0.419118 -0.402635  -0.15
C -1.853243 1.521218 -0.740635  -0.41
C -3.156243 1.597218 -1.266035  -0.01
C -3.707043 2.834018 -1.494235  -0.07
C -2.968643 3.986918 -1.227635  -0.09
C -1.698243 3.841318 -0.711435  -0.13
N -1.157443 2.658218 -0.462135  0.04
H -4.336943 -3.537282 4.476965  0.07
H -5.144943 -4.539282 3.268765  0.08
H -5.807443 -2.959882 3.677065  0.08
H -2.196743 -3.073382 3.503565  0.11
H -0.856643 -2.024782 1.686265  0.12
H -4.348743 -1.579282 -0.665735  0.10
H -5.715843 -2.607982 1.131565  0.11
H -3.696343 0.692018 -1.479135  0.09
H -4.718243 2.921318 -1.868035  0.10
H -3.381443 4.967418 -1.407635  0.09
H -1.085843 4.701918 -0.475735  0.11
Cl -1.577243 1.593118 2.817565  0.39
C 0.135057 1.623718 2.362165  -0.69
H 0.570557 0.719018 2.811665  -0.02
H 0.547657 2.519518 2.844565  -0.02
O 6.957457 2.914018 -0.705535  -0.31
S 5.994257 2.471618 -1.680235  0.64
O 6.158857 2.993118 -3.011235  -0.31
N 4.450757 2.701318 -1.139235  -0.08
C 3.854557 1.561718 -0.986535  -0.77
S 2.241257 1.405318 -0.537435  0.79
C 4.629857 0.350318 -1.290135  -0.24
C 4.224057 -0.973782 -1.210035  -0.02
C 5.141457 -1.953182 -1.557635  -0.07
C 6.424357 -1.628182 -1.979235  -0.08
C 6.821657 -0.297482 -2.065735  -0.05
C 5.911157 0.668518 -1.714435  -0.20
H 3.220657 -1.219582 -0.893635  0.10
H 4.848457 -2.990782 -1.502335  0.10
H 7.117957 -2.415582 -2.245635  0.10
H 7.811257 -0.027782 -2.400135  0.12

Cartesian forces (eV/Å) of the 3 atoms listed first:
Ni -1.3 0.2 1.8
C 0.0 0.0 -0.1
C 0.0 0.0 -0.1

**Total charge**: -1
**LUMO energy (spin up / spin down)**: 0.087 / 0.072 Ha
**Gap between HOMO and LUMO (spin up / spin down)**: 7.4 / 7.7 eV
**2S+1**: 3

***

Below is an isolated molecule of C6H4N2O at a distorted geometry, with properties calculated with wB97M-V/def2-TZVPD.

Last column: Löwdin charge in e.
Geometry (Å):
N -3.236367 -0.577177 -0.551957  0.14
C -2.171134 -1.041614 -0.005913  -0.19
C -0.816572 -1.145937 0.494743  -0.07
C 0.015702 -0.051351 0.213875  -0.12
C -0.497012 1.357486 0.016925  -0.15
N -0.840443 2.455546 0.122820  0.18
C 1.572595 -0.132309 0.556766  -0.26
C 2.488745 -0.986571 -0.296689  -0.04
O 2.247204 0.467543 -0.535899  -0.08
H -0.576785 -2.247562 0.978104  0.18
H 1.646791 -0.017359 1.647079  0.15
H 3.679657 -1.079025 -0.004418  0.16
H 2.256430 -1.543207 -1.207851  0.11

Cartesian forces (eV/Å) of the 3 atoms listed first:
N 8.8 -4.3 4.6
C -8.4 4.6 -4.2
C 0.6 -0.4 -0.5

**Total charge**: 0
**SMILES string**: N#C/C=C(\C#N)[C@H]1CO1
**LUMO energy**: -0.046 Ha
**Gap between HOMO and LUMO**: 9.1 eV
**2S+1**: 1

***

Repeat the fifth record exactly.
Below is a structure of composition C20H17ClN3NiO4S3 at a distorted geometry, with properties calculated with wB97M-V/def2-TZVPD.

Last column: Löwdin charge in e.
Geometry (Å):
Ni 0.372757 1.550118 0.321165  0.21
C -4.882143 -3.515382 3.537065  -0.06
C -4.054343 -2.885382 2.455765  -0.28
C -2.681343 -2.726982 2.602465  -0.03
C -1.923743 -2.152782 1.596365  -0.06
C -2.541043 -1.744282 0.431565  -0.27
C -3.901843 -1.895282 0.264265  -0.06
C -4.654443 -2.466882 1.273265  -0.04
S -1.539843 -1.075882 -0.903035  0.61
O -2.351143 -1.065482 -2.101435  -0.32
O -0.330643 -1.855582 -0.937435  -0.31
N -1.166243 0.419118 -0.402635  -0.15
C -1.853243 1.521218 -0.740635  -0.41
C -3.156243 1.597218 -1.266035  -0.01
C -3.707043 2.834018 -1.494235  -0.07
C -2.968643 3.986918 -1.227635  -0.09
C -1.698243 3.841318 -0.711435  -0.13
N -1.157443 2.658218 -0.462135  0.04
H -4.336943 -3.537282 4.476965  0.07
H -5.144943 -4.539282 3.268765  0.08
H -5.807443 -2.959882 3.677065  0.08
H -2.196743 -3.073382 3.503565  0.11
H -0.856643 -2.024782 1.686265  0.12
H -4.348743 -1.579282 -0.665735  0.10
H -5.715843 -2.607982 1.131565  0.11
H -3.696343 0.692018 -1.479135  0.09
H -4.718243 2.921318 -1.868035  0.10
H -3.381443 4.967418 -1.407635  0.09
H -1.085843 4.701918 -0.475735  0.11
Cl -1.577243 1.593118 2.817565  0.39
C 0.135057 1.623718 2.362165  -0.69
H 0.570557 0.719018 2.811665  -0.02
H 0.547657 2.519518 2.844565  -0.02
O 6.957457 2.914018 -0.705535  -0.31
S 5.994257 2.471618 -1.680235  0.64
O 6.158857 2.993118 -3.011235  -0.31
N 4.450757 2.701318 -1.139235  -0.08
C 3.854557 1.561718 -0.986535  -0.77
S 2.241257 1.405318 -0.537435  0.79
C 4.629857 0.350318 -1.290135  -0.24
C 4.224057 -0.973782 -1.210035  -0.02
C 5.141457 -1.953182 -1.557635  -0.07
C 6.424357 -1.628182 -1.979235  -0.08
C 6.821657 -0.297482 -2.065735  -0.05
C 5.911157 0.668518 -1.714435  -0.20
H 3.220657 -1.219582 -0.893635  0.10
H 4.848457 -2.990782 -1.502335  0.10
H 7.117957 -2.415582 -2.245635  0.10
H 7.811257 -0.027782 -2.400135  0.12

Cartesian forces (eV/Å) of the 3 atoms listed first:
Ni -1.3 0.2 1.8
C 0.0 0.0 -0.1
C 0.0 0.0 -0.1

**Total charge**: -1
**LUMO energy (spin up / spin down)**: 0.087 / 0.072 Ha
**Gap between HOMO and LUMO (spin up / spin down)**: 7.4 / 7.7 eV
**2S+1**: 3

***

> The highest total charge belongs to which entry?

C23H36N5RhSe